# 1
{"formula": "C35H82N11O14S2", "method": "ωB97M-V/def2-TZVPD", "symbols": ["H", "C", "H", "H", "C", "C", "H", "H", "N", "H", "H", "H", "C", "C", "H", "H", "H", "H", "O", "O", "H", "H", "H", "H", "C", "H", "C", "H", "C", "H", "N", "H", "H", "C", "H", "H", "C", "N", "H", "N", "H", "H", "H", "H", "H", "O", "C", "O", "H", "C", "H", "H", "C", "O", "H", "C", "H", "C", "H", "H", "N", "H", "N", "H", "H", "C", "H", "O", "C", "O", "H", "C", "H", "H", "N", "H", "S", "H", "H", "H", "H", "H", "H", "C", "C", "O", "C", "H", "H", "H", "C", "C", "O", "H", "H", "H", "H", "C", "O", "H", "H", "H", "C", "H", "H", "H", "O", "N", "N", "C", "H", "C", "O", "N", "H", "H", "O", "H", "H", "H", "H", "H", "H", "C", "H", "C", "H", "C", "H", "H", "S", "N", "H", "H", "H", "C", "H", "O", "H", "H", "C", "C", "C", "C"], "positions_angstrom": [[-12.154, 1.330, 1.043], [-1.492, -4.399, 0.774], [-1.043, 10.800, -1.185], [3.560, -1.977, 1.430], [5.583, -2.049, 2.088], [3.979, -3.994, 2.127], [-3.896, -7.295, 2.451], [1.065, -9.673, -4.161], [-0.539, 0.095, -2.180], [-11.882, 0.705, -0.598], [2.172, -8.318, -4.482], [-10.183, -0.316, 1.034], [2.783, 2.515, 1.863], [0.276, -1.097, -1.941], [0.211, 0.204, -4.118], [0.016, 12.170, -3.079], [5.444, -2.400, 0.186], [1.329, -0.847, -2.083], [-8.346, 2.884, 0.118], [3.533, -7.016, 0.376], [3.108, 3.330, 2.537], [0.879, 0.868, 0.852], [-2.807, -10.286, 0.511], [4.613, 10.117, 1.015], [-1.392, -8.310, 2.529], [-6.231, 1.329, 0.308], [-2.314, -9.311, 0.495], [-3.938, -8.872, 3.246], [4.127, -2.463, 2.218], [0.437, 10.641, -0.212], [-4.833, 0.997, 1.828], [-1.472, 0.751, -3.934], [-1.595, -3.382, 0.427], [5.558, 9.140, -1.123], [-0.007, -1.875, -2.648], [-2.292, -4.408, 5.339], [1.871, 9.737, -2.318], [6.266, 9.340, 0.005], [8.097, 9.195, 0.998], [-10.228, 1.633, 0.285], [-0.703, -5.518, 2.393], [-8.732, 0.174, 0.132], [7.784, 7.911, -0.191], [-4.551, 1.717, -0.120], [0.805, 4.566, 0.520], [2.282, -11.769, -2.888], [-3.645, 0.369, 1.841], [-2.056, 1.598, -1.396], [5.743, 9.199, 2.026], [-0.928, -4.483, 2.177], [3.171, -4.299, 2.774], [2.515, -7.635, -2.041], [5.664, 9.904, 1.195], [-3.208, -0.273, 2.778], [-4.533, -8.708, 1.577], [-1.907, -3.996, 3.240], [0.130, 2.181, -0.091], [0.910, 4.022, 1.463], [2.402, 9.880, -3.274], [2.004, 6.192, -4.222], [2.601, 5.099, -2.551], [0.138, -1.476, -0.935], [1.624, 2.783, 1.243], [0.001, -3.937, 2.259], [-1.261, -9.453, 0.263], [2.743, -10.766, -2.358], [-5.915, -0.126, 3.223], [3.432, 1.500, 1.719], [-11.659, 1.524, 0.089], [6.152, -2.461, 0.843], [-5.467, 2.791, 0.957], [-1.339, 0.609, -1.251], [0.996, 4.772, -3.853], [5.618, -0.968, 2.127], [0.684, 10.359, -2.273], [-0.574, -4.389, 4.874], [0.670, -4.604, -0.800], [1.450, 4.647, 2.172], [2.625, -9.980, -4.933], [4.080, -7.948, -2.822], [-1.854, -2.924, 3.392], [3.828, 6.797, -2.528], [-0.619, -6.157, 0.086], [3.806, -4.484, 0.694], [1.061, 1.804, 0.319], [-1.457, -7.758, 3.608], [3.055, 6.329, -1.916], [4.505, 9.447, -1.038], [4.907, -4.393, 2.517], [6.140, -2.481, 2.908], [2.111, -9.364, -4.192], [7.672, 8.974, 0.022], [1.048, -3.390, -0.094], [3.157, 3.957, -0.949], [-2.495, -4.818, 0.804], [-0.086, 3.814, 1.861], [3.702, -8.665, -1.246], [-5.295, 1.751, 0.675], [6.014, 8.668, -2.149], [8.211, 9.531, -0.745], [-5.153, 1.330, 3.869], [-0.344, 9.198, -0.864], [-9.497, 0.503, 0.836], [3.467, 6.112, -0.932], [3.799, -2.161, 3.206], [-6.593, 1.475, 2.833], [1.912, -5.995, 1.779], [-0.782, -5.210, -0.234], [1.771, -5.778, -0.771], [3.288, -8.381, -2.205], [-2.929, -4.236, 2.951], [2.701, 3.902, -1.954], [2.339, 9.072, -1.411], [-2.458, -8.660, 1.782], [-9.002, 0.795, 1.762], [3.520, -3.670, 0.047], [2.334, 2.848, -2.440], [1.765, 1.614, -0.489], [-12.051, 2.449, -0.328], [4.755, -4.852, 0.341], [3.225, -10.795, -1.368], [-10.184, 3.549, -0.440], [-0.144, 1.773, -3.363], [-1.576, -4.665, 4.571], [-0.769, 10.717, -3.735], [-0.481, 0.742, -3.477], [-1.307, 0.052, -0.300], [-5.675, 0.916, 3.005], [2.224, 7.010, -1.807], [0.891, 11.121, -4.209], [2.675, -5.870, 0.566], [2.721, -9.541, -2.890], [-2.766, -8.698, -0.288], [6.173, 10.831, 1.470], [-1.535, -5.734, 4.408], [-9.544, 2.749, -0.028], [2.595, 4.551, -4.570], [0.437, -4.305, -2.183], [-0.427, -8.564, 2.058], [-3.088, 0.495, 0.899], [-3.786, -8.369, 2.290], [2.015, 5.161, -3.876], [-0.117, 10.245, -1.064], [0.178, 11.135, -3.388]], "spin_multiplicity": 1, "gap_ev": 7.41, "charge": -1, "e_tot_ha": -3834.9120, "lumo_ev": 1.357, "homo_energy_ev": -6.1, "mol_weight_g_mol": 945.238}

# 2
{"formula": "C35H88F2N14O8P3S", "method": "ωB97M-V/def2-TZVPD", "symbols": ["C", "H", "H", "H", "C", "H", "C", "C", "H", "C", "H", "H", "N", "H", "H", "H", "C", "H", "C", "H", "H", "C", "O", "H", "H", "C", "H", "H", "H", "H", "H", "H", "C", "H", "N", "H", "N", "C", "H", "C", "C", "H", "H", "H", "H", "C", "H", "C", "H", "S", "C", "C", "N", "C", "H", "O", "C", "H", "H", "H", "N", "H", "H", "C", "H", "H", "H", "H", "N", "H", "H", "H", "H", "H", "H", "C", "C", "H", "H", "H", "H", "O", "H", "H", "N", "C", "H", "O", "O", "N", "C", "H", "H", "H", "O", "H", "O", "H", "H", "H", "H", "H", "P", "H", "N", "H", "C", "P", "C", "H", "C", "H", "C", "H", "H", "H", "C", "N", "C", "H", "H", "H", "F", "H", "H", "H", "H", "F", "C", "C", "H", "N", "P", "H", "C", "H", "O", "H", "H", "C", "H", "H", "H", "N", "H", "H", "H", "N", "N", "C", "H"], "positions_angstrom": [[-2.536, 3.461, 7.935], [-6.585, 5.509, 3.740], [6.052, -2.153, -0.740], [8.023, -3.826, -9.779], [-10.123, 5.474, 1.730], [-1.686, -1.436, -2.446], [5.001, -4.787, -9.106], [3.889, -1.747, -1.137], [-6.216, 3.100, -0.569], [6.683, -1.180, -8.250], [6.656, -0.638, -9.199], [-7.101, 3.261, 6.061], [1.995, 0.093, 5.142], [3.281, 0.623, 3.543], [-1.728, 3.785, 3.950], [9.011, -5.023, -8.268], [-5.813, 2.172, 4.115], [-6.411, 7.983, 0.931], [7.806, -5.058, -5.257], [-2.690, 4.329, 8.582], [-9.916, 3.856, -0.415], [-0.766, -1.473, -1.769], [-6.279, 4.289, 1.652], [1.189, 1.779, 4.054], [0.535, -1.827, 7.310], [1.576, 1.534, 5.096], [-2.764, 2.588, 8.548], [6.136, 0.155, -1.739], [4.563, -1.727, 3.523], [5.728, -0.976, -7.763], [-6.063, 3.996, -2.065], [-7.538, 8.493, 2.188], [-2.646, 3.329, 3.563], [1.452, -1.482, 3.005], [-3.402, 3.515, 6.757], [1.184, -0.321, -1.701], [-9.150, 5.567, 0.609], [-6.749, 6.264, -1.241], [0.622, -2.406, 0.772], [-7.364, 7.741, 1.410], [-3.311, 4.846, 6.178], [3.330, -3.816, 2.388], [0.517, -5.223, 1.238], [-2.470, 3.110, 2.505], [-7.644, 3.377, -1.574], [5.399, -1.984, -1.659], [-9.302, 5.137, -1.480], [7.955, -2.804, -9.409], [-7.586, 6.964, -1.206], [3.275, -6.027, 0.525], [-6.433, 6.395, 3.120], [0.612, -0.707, 7.188], [1.103, -4.724, -0.831], [0.611, -3.329, -0.922], [5.553, -6.530, -7.128], [-2.424, 1.342, 6.478], [2.504, -3.159, 1.962], [0.232, -6.542, -0.103], [7.489, -0.759, -7.638], [2.687, -0.862, 1.827], [1.313, -2.435, -0.002], [8.797, -5.246, -4.840], [-4.076, 5.035, 5.426], [5.989, -0.728, -2.438], [4.193, 0.252, 5.075], [3.695, -0.641, -0.999], [-5.847, 3.220, 7.280], [6.069, -7.031, -8.750], [-0.339, -2.903, -1.718], [0.593, -0.159, 8.177], [-2.324, 5.035, 5.745], [-0.565, -4.000, -3.622], [-3.481, 5.610, 6.944], [-9.758, 5.980, 2.625], [-6.613, 6.056, -2.307], [-6.717, 3.835, -1.205], [3.495, -1.565, 3.862], [-10.819, 5.359, -0.680], [7.267, -6.013, -5.277], [0.682, -0.791, -3.430], [4.920, -5.507, -9.926], [5.527, -3.143, -2.493], [-6.602, 7.252, 3.778], [-3.446, 4.072, 3.557], [6.285, -4.957, -8.374], [9.125, -4.644, -7.250], [-1.097, -4.930, -2.119], [4.750, -5.811, 0.688], [6.555, -2.576, -6.081], [-3.000, 2.147, 4.317], [0.299, -0.479, -2.409], [7.293, -4.405, -4.546], [4.921, -3.797, -9.557], [7.033, -0.998, -2.820], [3.074, -7.302, -0.243], [0.128, 1.542, -1.895], [3.070, -0.527, 7.197], [-0.362, 1.200, -3.471], [-6.459, 1.700, 6.624], [-1.129, -1.169, -0.740], [-0.829, -4.993, 0.044], [-3.677, 0.494, 3.191], [6.454, -3.671, -7.161], [3.211, -2.274, 4.698], [-5.167, 2.767, 5.296], [-2.131, -3.546, -2.654], [0.214, -5.447, 0.170], [-3.661, 2.043, 5.893], [-6.195, 2.731, 6.369], [7.270, -6.670, -7.560], [2.604, -3.123, 0.343], [-0.204, -0.313, 6.497], [-2.746, 0.903, 3.604], [-1.477, 3.429, 7.652], [9.695, -3.710, -7.272], [9.754, -5.388, -6.752], [3.300, -0.080, 4.448], [-7.357, 6.406, 1.986], [2.516, -4.565, -0.386], [3.189, -2.211, -1.917], [-11.070, 5.955, 1.468], [-8.174, 7.891, 0.697], [2.630, -6.222, 2.041], [-5.243, 2.339, 3.202], [7.794, -2.195, -10.305], [-6.779, 2.646, 3.926], [-2.316, 0.144, 4.264], [3.194, -4.681, -1.635], [6.290, -6.356, -7.919], [-1.045, -3.897, -2.606], [0.751, 1.693, 5.863], [-7.002, 5.064, -0.476], [-7.578, 4.924, 1.128], [-5.389, 6.420, 2.786], [-9.820, 4.938, -0.541], [8.920, -2.509, -8.985], [3.808, -2.397, 0.162], [2.440, 2.234, 5.331], [1.518, -3.641, 2.277], [2.506, -1.675, 2.595], [5.339, -0.442, -3.331], [-2.043, 1.026, 2.777], [4.147, -4.918, -8.434], [-0.366, 0.870, -2.494], [-5.839, 6.768, -0.898], [5.704, -2.897, -3.432], [-5.974, 1.096, 4.239], [7.854, -4.467, -6.585], [6.867, -2.615, -8.463], [2.039, -0.389, 6.523], [-10.318, 4.430, 1.994]], "spin_multiplicity": 1, "gap_ev": 5.58, "charge": 1, "e_tot_ha": -4376.1744, "lumo_ev": -3.689, "homo_energy_ev": -9.3, "mol_weight_g_mol": 996.164}

# 3
{"formula": "C35H88N2O38P10", "method": "ωB97M-V/def2-TZVPD", "symbols": ["H", "O", "O", "C", "H", "C", "H", "C", "P", "O", "O", "O", "H", "H", "C", "H", "H", "O", "H", "H", "C", "H", "H", "H", "H", "H", "H", "P", "H", "H", "P", "P", "C", "H", "H", "H", "H", "O", "O", "C", "H", "O", "P", "C", "H", "C", "N", "H", "C", "O", "O", "C", "C", "H", "C", "H", "H", "P", "H", "C", "H", "H", "O", "H", "P", "H", "H", "H", "C", "H", "H", "H", "N", "H", "C", "H", "H", "H", "H", "C", "H", "C", "O", "H", "O", "P", "H", "H", "H", "O", "H", "H", "H", "O", "C", "C", "C", "H", "H", "H", "H", "H", "H", "C", "H", "H", "P", "H", "H", "H", "O", "O", "C", "H", "O", "C", "H", "H", "O", "O", "O", "H", "H", "O", "C", "H", "O", "H", "H", "H", "O", "H", "H", "H", "H", "H", "P", "O", "C", "O", "O", "O", "H", "O", "C", "H", "C", "C", "O", "O", "H", "C", "O", "H", "H", "C", "H", "H", "C", "C", "H", "O", "H", "O", "H", "C", "O", "H", "H", "C", "O", "H", "O"], "positions_angstrom": [[4.263, -1.425, 5.020], [6.458, 1.412, -1.885], [-0.151, 0.530, -2.749], [7.074, 4.964, 8.221], [4.529, -0.854, 1.060], [-1.392, -2.848, -7.174], [3.988, 6.983, 4.182], [0.449, -1.249, -7.177], [-2.036, -7.053, -1.076], [5.813, 2.421, 10.550], [-0.722, -0.807, -0.931], [4.390, 8.730, 5.223], [6.776, 10.046, 0.762], [5.445, 2.621, -0.549], [4.099, -1.360, 0.194], [2.433, 3.273, 2.204], [-4.178, 0.625, -1.554], [-3.014, -1.076, -1.725], [5.436, 0.815, -7.123], [-2.146, -0.762, 0.581], [1.596, 7.985, 8.453], [2.109, 7.179, 8.981], [2.690, 2.579, 0.589], [-1.013, -9.358, 0.645], [-10.155, -12.725, -1.712], [7.341, -2.076, 0.032], [-1.075, 2.252, -3.427], [5.765, -0.089, -1.414], [-2.293, -8.423, 1.490], [-1.300, 6.134, 10.871], [-0.433, 6.555, 7.410], [5.361, 9.472, 4.009], [2.180, 2.441, 1.543], [-2.172, 5.444, 5.439], [-3.050, -4.424, -1.578], [-0.792, 0.994, -4.665], [0.312, 1.511, 6.794], [6.879, 4.333, 9.484], [-1.063, -7.340, 0.215], [-6.741, -10.520, -3.072], [4.887, 10.670, 6.776], [-6.557, -2.757, -10.828], [-1.560, -0.315, -2.251], [-4.193, -0.346, -2.051], [-0.573, -1.444, 1.003], [7.616, -2.004, -1.022], [5.091, 0.158, -7.853], [2.345, 8.703, 8.113], [7.177, 2.052, 10.635], [-1.348, -7.528, -2.351], [1.220, 0.589, 5.197], [0.195, -2.782, -7.183], [5.629, 2.537, -1.623], [-2.703, 7.120, 5.758], [-2.052, -4.579, -1.995], [-11.888, -12.328, -1.640], [-10.960, -11.938, -3.103], [5.282, 3.732, 9.720], [0.907, 8.506, 9.120], [-0.942, -0.492, -7.214], [1.101, 2.419, 1.372], [4.599, 12.279, 6.098], [-10.621, -10.720, -1.466], [2.535, -1.560, 5.378], [4.866, -1.234, -7.043], [-6.960, 1.039, -12.197], [-5.234, -1.859, -7.250], [6.914, 4.245, 7.417], [-1.266, -8.408, 1.120], [0.566, 1.955, -4.039], [8.101, 5.332, 8.167], [-11.138, -7.165, -2.170], [-2.025, -1.512, -7.341], [2.683, 4.737, 9.127], [3.042, -1.813, -7.127], [5.189, 9.350, 1.154], [-2.739, -1.393, -6.598], [-2.127, 5.486, 9.436], [8.700, -2.116, -1.097], [-7.797, 0.456, -11.809], [3.492, 10.965, 5.683], [-11.024, -8.221, -1.919], [6.201, 10.240, 2.721], [-4.207, -1.214, -8.548], [-1.208, 0.728, -7.138], [-9.090, -10.094, -1.950], [6.388, 5.807, 8.111], [-5.823, -10.055, -3.432], [-11.622, -8.803, -2.622], [-5.877, -1.152, -12.389], [1.538, 2.487, 5.958], [2.905, 7.347, 5.547], [7.636, 2.006, 9.646], [4.946, 4.856, 10.695], [-1.503, 6.300, 9.812], [6.211, 9.491, 1.512], [-4.250, -8.486, -1.204], [6.685, 8.519, 1.668], [-2.131, -4.961, -3.015], [-7.223, -11.042, -3.901], [5.696, -2.272, -7.631], [-1.674, -2.392, -0.008], [-4.003, -0.277, -12.349], [1.278, -3.878, -7.178], [6.141, 3.436, -1.966], [-4.749, -7.793, -0.525], [1.875, 0.852, 3.627], [1.796, 3.197, 9.064], [-0.062, 2.219, 5.205], [7.148, -2.804, -1.599], [0.670, 0.201, 2.957], [-0.656, 6.831, 5.728], [-0.383, 1.484, -3.779], [-4.266, -0.212, -3.133], [2.617, 1.216, 2.119], [2.770, 3.667, 8.924], [-4.687, -9.479, -1.082], [-1.522, -3.626, -2.011], [-7.409, -0.317, -10.690], [-0.065, 5.096, 7.160], [-0.263, 6.333, 9.109], [2.116, 0.371, -7.115], [3.462, -0.107, 5.883], [-8.486, -10.363, -0.575], [-10.916, -12.001, -2.015], [-5.061, -0.909, -1.702], [5.102, -1.555, -0.803], [-4.386, -8.160, -2.239], [0.980, -4.973, -7.161], [-8.575, 1.153, -11.491], [-6.223, -1.350, -8.975], [7.716, 2.750, 11.279], [3.721, -2.336, 0.506], [-4.017, -2.061, -12.476], [-4.463, -1.058, -13.876], [5.171, -1.078, -5.632], [-6.102, -1.309, -10.688], [3.052, -0.268, 3.853], [-4.510, -1.138, -12.788], [7.263, -0.743, -1.558], [3.700, 3.067, 9.817], [6.588, 8.666, 4.424], [-11.379, -8.369, -0.897], [-7.603, -9.503, -2.576], [2.766, -3.367, -7.145], [2.757, 8.274, 4.039], [-5.061, -1.856, -8.327], [3.459, 7.779, 4.712], [5.012, -0.236, -2.732], [-1.326, -5.492, -1.176], [-0.601, -8.264, 1.974], [-1.325, -1.381, 0.215], [-1.390, -1.344, -3.367], [3.620, -4.133, -7.132], [-4.852, -2.876, -8.659], [0.725, 1.773, 5.818], [-2.021, 7.253, 9.696], [7.235, 1.058, 11.083], [1.907, -0.745, -7.146], [4.536, 11.208, 5.894], [4.678, 2.443, -2.154], [-1.992, -3.933, -7.001], [-1.999, 6.692, 4.184], [5.363, 10.918, 4.783], [-6.495, -11.231, -2.279], [-1.957, 6.500, 5.257], [-9.652, -8.554, -2.013], [3.273, -0.771, -0.212], [-8.213, -0.188, -12.587], [3.331, -0.863, 5.107], [-2.861, -8.554, -0.891], [3.095, 3.511, 7.893], [0.921, 7.475, 7.316]], "spin_multiplicity": 1, "smiles": "N=[PH2]c1ccc2c(c1)C(=O)NC2=O.COP(=O)(OC)OC.COP(=O)(OC)OC.COP(=O)(OC)OC.COP(=O)(OC)OC.COP(=O)(OC)OC.COP(=O)(OC)OC.COP(=O)(OC)OC.COP(=O)(OC)OC.COP(=O)(OC)OC", "gap_ev": 5.18, "e_tot_ha": -7767.7042, "lumo_ev": -3.172, "homo_energy_ev": -8.4, "mol_weight_g_mol": 1454.805}